Below is an isolated molecule of C5H3NO, with properties calculated with the ωB97M-V functional and the def2-TZVPD basis.

```
10
Properties=species:S:1:pos:R:3:forces:R:3
C -0.444 -0.918 -0.086 -0.472 -0.338 0.657
H 0.610 1.662 -0.586 -0.083 2.785 0.089
C 1.991 -0.159 0.204 0.903 -0.601 0.221
C 0.572 0.022 0.168 0.493 -1.017 0.245
H -0.308 -1.969 -0.245 -0.215 -0.186 0.112
C 0.030 1.267 0.227 -0.628 -0.772 -0.676
C -1.595 -0.189 -0.039 0.116 -0.262 -0.014
N 3.126 -0.347 0.325 -1.003 0.248 -0.251
H -2.631 -0.496 -0.070 0.093 0.106 0.023
O -1.352 1.126 0.102 0.797 0.037 -0.405
```
Forces are in eV/Å.

Its frontier orbital gap is 9.68 eV. The LUMO energy comes out at -0.01 eV. Its strongest force on any atom is 2.79 eV/A. The energy above the lowest of the compared OMol25 structures with the same formula, charge and spin is 1.6401 eV. As for the SMILES: N#Cc1ccoc1. The net charge is 0.



Below is a cluster of 10 separate species, C85H177N9O12 in total, with properties calculated with the ωB97M-V functional and the def2-TZVPD basis.

```
283
Properties=species:S:1:pos:R:3:forces:R:3
H -37.083 12.353 17.907 0.156 0.161 -0.292
C -51.486 19.442 12.811 -1.820 -1.228 -0.477
H -47.565 24.181 19.908 0.435 0.383 -0.674
O -50.258 22.613 19.161 -1.013 -0.610 -2.710
H -35.576 11.816 7.852 -0.307 0.001 0.267
H -47.108 22.958 22.244 0.217 -0.278 0.249
C -50.688 13.470 20.704 0.951 -0.106 0.414
H -52.339 11.650 20.661 -0.207 -0.652 -0.511
H -48.947 9.903 6.264 -0.547 0.168 0.270
H -39.020 11.809 6.029 0.136 -0.366 -0.392
O -52.388 19.087 15.017 1.084 -0.013 1.148
C -35.236 20.447 19.122 -0.343 0.440 -0.692
H -46.710 8.786 6.478 -0.014 0.425 -0.882
H -53.076 23.188 20.767 -0.070 -0.425 0.576
H -50.250 21.086 12.390 1.277 -0.540 -0.054
H -51.153 23.605 23.524 -0.437 -0.751 -0.157
H -43.726 21.359 7.138 -0.031 -0.269 -0.382
H -40.064 19.786 3.697 -0.106 -0.245 0.138
C -34.789 20.984 17.775 0.337 -0.269 -1.035
C -40.994 17.633 14.793 1.603 2.403 1.795
H -49.874 20.174 14.002 0.246 0.647 -0.231
H -33.956 8.342 16.441 0.194 0.649 -0.181
N -41.613 28.634 12.332 -0.749 -0.464 0.809
H -49.489 14.956 19.722 -0.407 0.444 -0.207
C -35.460 11.698 3.301 -0.906 -0.098 -0.341
C -34.764 8.837 19.702 -1.653 -0.247 0.981
H -50.531 23.500 18.917 -0.233 -0.173 -1.081
C -35.103 11.461 17.533 0.128 -0.039 -0.269
H -38.424 13.005 6.982 1.038 0.169 0.410
H -36.770 9.139 17.271 -0.087 -0.435 0.236
H -34.787 21.004 19.944 0.183 0.000 -0.013
H -33.763 20.662 17.597 0.473 0.818 0.035
H -39.134 21.774 19.589 -0.474 -0.303 -0.473
N -34.011 10.692 18.257 -1.276 -0.618 -2.777
C -35.227 22.863 16.011 2.294 -0.333 -1.114
C -38.192 11.972 6.719 -1.958 -0.493 -0.101
C -36.277 12.896 5.459 0.616 0.009 -1.376
H -37.305 22.248 21.262 -0.012 -0.045 0.115
C -35.891 9.185 16.629 -0.421 0.602 0.182
C -43.450 28.157 10.649 0.020 0.769 0.293
C -35.610 10.608 16.356 0.261 -0.408 -0.220
H -33.853 24.390 17.789 0.008 -0.165 -0.670
O -42.765 16.870 13.768 -4.350 0.871 -1.087
H -48.231 12.268 11.481 0.957 -0.167 -0.186
O -36.740 24.108 17.884 0.054 2.273 0.442
H -36.353 9.864 1.622 0.453 -0.506 0.258
H -54.775 20.473 14.077 -0.134 0.095 0.316
H -44.431 19.237 5.459 -0.099 0.153 0.461
C -48.759 10.806 8.246 0.990 0.925 0.889
H -32.545 11.488 18.802 0.526 0.632 0.743
H -36.018 12.101 2.456 -0.691 0.523 0.419
H -50.792 20.742 22.472 0.581 0.404 -0.046
C -47.245 13.013 18.884 -0.087 0.167 -1.475
H -38.424 11.308 7.552 -0.049 0.264 0.230
C -41.146 21.895 3.088 -1.962 1.132 -0.780
H -43.292 18.152 4.850 0.730 0.049 0.058
H -39.826 25.750 11.476 -0.023 0.074 0.295
H -44.516 28.339 10.513 -0.080 -0.371 -0.295
C -39.667 19.744 5.881 -2.873 0.611 -1.319
C -41.792 26.446 13.626 0.688 1.309 -2.651
H -49.244 9.869 8.520 -0.707 0.553 1.004
H -37.199 8.667 2.772 0.454 -0.020 -0.175
C -42.423 19.836 6.062 0.777 -0.650 -0.205
H -43.691 25.906 14.093 -0.858 0.054 -0.143
H -35.697 22.714 20.712 -0.012 -0.032 -0.170
C -36.757 22.739 20.458 -0.742 0.072 0.052
C -52.118 19.772 11.409 1.598 -0.989 -0.146
H -46.110 11.450 20.675 -0.340 -0.651 0.179
H -43.671 20.665 3.627 -0.291 0.025 -0.131
C -39.910 20.464 4.536 0.662 0.447 0.494
C -48.584 11.526 10.766 0.037 -0.912 -0.077
H -33.794 23.333 19.104 -0.384 -0.351 0.366
H -47.385 14.532 20.887 -0.432 0.683 0.260
C -35.086 12.641 4.430 -1.403 -1.121 1.005
C -50.593 20.566 13.284 -0.887 0.901 -0.615
H -44.767 11.100 8.325 0.263 -0.127 0.304
C -48.136 23.229 22.002 1.316 0.200 2.109
H -46.385 12.463 8.262 -0.236 -0.023 -0.318
H -34.270 13.558 17.444 -0.156 -0.049 0.428
H -43.168 27.124 10.444 -0.232 0.053 0.262
C -40.658 26.421 11.265 -0.373 -0.311 -1.268
N -36.351 22.849 18.021 -1.185 -5.700 0.968
H -45.421 11.056 6.786 -0.607 -0.427 -0.201
H -46.296 12.838 21.644 0.310 0.319 -0.176
C -43.114 28.695 12.059 1.736 0.027 -0.539
H -39.739 28.248 13.969 -0.332 -0.256 0.362
H -54.609 16.489 13.069 -1.028 0.582 0.376
H -33.677 12.629 16.145 -0.244 -0.685 -0.172
C -35.059 22.515 17.490 -0.771 -0.156 0.005
H -36.958 20.285 20.186 -0.674 0.132 0.201
C -48.282 13.926 21.012 0.478 -1.639 0.432
H -40.085 23.446 5.129 0.966 -0.745 0.155
H -51.209 19.769 10.807 -0.093 0.024 -0.616
H -49.090 22.040 23.543 0.276 0.205 0.785
H -43.836 18.244 15.624 0.601 0.139 0.622
C -43.490 18.759 5.733 -0.714 0.379 0.102
C -45.416 8.181 8.611 0.152 0.501 0.052
H -41.997 18.676 13.272 -0.035 -0.028 -0.235
H -51.256 10.105 20.384 -0.713 0.102 -1.694
H -34.449 9.431 20.560 -0.044 -0.041 0.009
H -41.448 25.779 10.874 -0.471 -0.026 0.460
C -50.762 12.294 18.558 -0.002 2.314 -3.661
C -54.370 18.928 11.870 1.289 0.556 -0.200
H -48.594 23.829 23.948 -0.395 -0.592 0.624
H -52.279 19.996 15.305 0.035 -0.021 0.814
H -41.101 17.940 6.054 -0.195 -0.010 -2.419
H -53.853 16.876 14.672 -0.534 0.127 0.079
C -48.439 22.534 20.720 -0.486 -1.451 -1.524
C -36.727 20.639 19.182 0.105 -1.045 1.222
C -40.833 22.733 5.478 -1.088 -0.170 -0.796
H -34.922 23.887 15.794 -0.428 0.255 0.323
H -44.265 9.825 7.270 -0.036 -0.050 -0.217
H -35.841 8.928 19.562 -0.231 0.830 0.048
H -47.101 20.859 21.067 0.022 -0.062 -0.014
C -48.122 21.007 20.715 -0.712 -0.242 0.768
C -51.363 11.175 20.560 1.390 -0.418 2.078
H -35.270 20.412 16.982 -0.627 -0.011 0.022
H -41.788 22.773 3.007 -0.151 0.220 -0.083
C -49.598 14.513 20.712 -0.303 1.045 -1.450
C -47.317 9.149 7.307 2.012 -1.165 -0.908
C -43.265 26.463 13.259 -0.184 0.749 1.492
H -35.077 10.495 6.851 -0.156 -0.103 -0.161
C -41.888 15.951 13.723 2.734 -3.077 -2.572
H -36.595 10.837 15.950 0.479 1.767 -0.395
C -53.154 18.740 10.905 -1.344 0.361 2.066
H -50.233 13.173 18.191 0.395 0.065 -0.828
H -41.442 25.413 13.618 0.222 -0.058 -0.388
H -32.061 9.017 19.226 0.018 -0.085 0.582
N -42.307 20.671 4.889 1.149 -0.061 -1.320
C -49.028 23.093 23.271 -1.054 -0.254 -3.253
H -47.677 22.953 18.639 -0.099 -0.298 0.171
H -34.519 11.482 2.796 0.122 -0.606 0.101
H -51.780 12.658 18.422 -0.326 -0.401 0.491
O -33.381 11.404 19.268 0.291 0.014 0.034
H -46.036 7.505 9.199 0.156 -0.136 -0.227
H -32.734 7.505 18.712 0.080 0.020 -0.794
H -43.049 20.149 8.237 -0.574 -0.728 -0.281
H -42.090 21.345 7.744 0.433 0.282 -0.748
H -43.256 30.567 13.126 0.023 0.162 -0.250
H -38.944 23.240 18.602 0.399 0.312 0.695
H -48.238 20.487 19.764 0.144 0.618 -0.415
H -34.791 7.782 19.974 1.038 -0.229 -0.141
H -35.016 19.394 19.299 0.320 0.002 -0.364
O -37.988 9.635 5.266 -0.669 -2.041 1.020
C -43.526 30.151 12.155 -0.452 -0.250 -0.793
H -34.404 11.980 4.965 0.620 0.644 0.423
H -54.677 19.959 11.693 -0.208 0.248 0.424
H -35.152 7.560 17.288 0.912 -0.714 1.567
C -33.878 23.325 18.017 0.521 -0.149 1.186
H -44.603 30.163 11.992 -0.250 0.149 0.439
C -47.437 23.121 19.689 -1.073 1.309 0.344
C -45.143 10.382 7.596 1.126 0.894 0.075
H -50.657 11.502 17.817 0.347 -0.397 0.454
C -36.119 10.371 3.806 -0.967 0.270 0.622
H -50.271 24.617 22.549 -0.170 0.106 -0.927
H -41.546 26.783 14.633 -0.255 0.620 -0.162
H -37.098 13.433 4.985 -0.165 -0.286 -0.553
H -41.652 23.451 5.425 -0.854 -0.471 -0.054
H -46.622 13.905 18.953 0.273 -0.163 0.161
C -55.009 19.411 14.154 -0.630 0.421 1.546
H -49.757 18.465 12.142 0.127 -0.622 -0.213
C -46.156 9.467 8.266 -1.104 1.073 1.887
H -47.629 10.953 6.262 0.097 0.688 0.493
H -54.992 19.066 15.187 0.086 0.386 0.222
H -37.500 9.198 5.967 -0.731 -1.456 0.426
H -38.787 19.102 5.882 -0.214 0.037 0.123
H -52.468 20.804 11.394 -0.416 -0.085 0.100
H -51.737 20.698 21.041 -0.082 0.373 -0.347
N -49.838 22.896 20.389 0.338 1.107 4.446
N -48.990 11.639 20.196 -1.184 5.054 2.524
H -49.415 11.656 8.060 -0.410 -0.219 0.333
H -48.041 24.308 21.887 -0.280 0.126 -0.655
H -40.787 22.454 6.530 0.581 0.086 -0.192
H -36.583 10.333 7.806 0.324 -0.115 0.261
C -51.440 21.362 21.852 -0.054 0.137 0.050
H -35.988 13.643 6.198 0.372 -0.473 0.514
N -52.634 19.307 13.686 -2.551 0.653 -1.440
C -34.705 8.551 17.204 0.008 -1.245 0.233
H -41.003 18.715 7.218 0.122 1.134 1.243
H -44.469 8.382 9.112 -0.188 0.110 0.471
H -37.104 23.772 20.459 0.112 0.153 0.016
O -40.808 29.528 11.551 -1.055 -0.753 0.330
H -36.131 8.688 15.689 -0.247 -0.048 -0.022
H -35.414 13.113 16.215 0.185 0.028 -0.282
H -52.884 17.702 11.099 0.714 0.035 -0.598
H -47.839 8.201 7.435 -0.466 0.214 1.279
C -34.045 9.231 18.455 -0.599 -1.557 -1.226
C -41.033 19.021 6.173 0.061 0.195 2.988
C -32.670 8.560 18.446 0.833 2.186 1.166
H -37.748 10.301 2.509 -0.378 -0.150 -0.208
H -49.859 15.292 21.428 0.063 0.195 -0.121
H -49.582 11.931 10.601 -0.124 -0.209 -0.891
C -40.962 27.323 12.457 0.200 -1.330 2.786
C -42.226 18.105 14.173 -1.726 0.798 -0.786
H -34.186 9.843 4.896 -0.531 0.738 0.365
H -45.073 7.806 7.646 -0.391 -0.635 0.006
H -40.353 26.932 10.352 0.217 0.586 0.088
H -47.356 11.604 22.048 -0.149 -0.571 -0.552
O -40.842 16.325 14.444 1.710 -1.346 0.653
H -43.423 25.870 12.358 -0.100 0.193 -0.098
H -38.733 21.849 17.750 -0.241 -0.943 0.288
H -48.791 20.423 21.346 0.019 0.168 0.469
N -37.095 10.581 5.009 2.474 5.024 -3.173
H -39.606 20.586 6.571 0.533 -0.370 0.499
C -42.869 20.711 7.320 0.935 -0.715 0.389
H -51.628 13.881 20.336 0.034 -0.063 -0.136
N -46.719 10.132 9.551 -3.717 -0.569 -1.965
C -47.730 11.269 9.465 -0.668 -0.520 -1.826
H -41.704 21.135 2.541 0.449 -0.203 -0.300
H -35.170 8.490 4.485 -0.851 -0.007 0.551
H -37.318 19.980 18.545 0.329 0.147 -0.580
H -41.058 17.754 15.875 0.495 -0.011 0.127
H -36.250 24.465 18.629 -0.218 1.677 0.165
H -36.789 10.927 18.825 0.252 -0.059 0.203
H -48.710 10.726 18.690 0.220 -0.862 -0.969
H -38.826 28.031 12.604 -0.109 -0.323 -0.736
C -34.557 12.744 16.779 -0.333 0.026 1.467
H -46.394 22.873 19.887 -0.191 -0.299 0.147
H -52.422 24.444 21.900 -0.133 -0.799 0.622
H -55.235 18.322 11.603 0.144 -0.283 0.183
H -53.555 18.872 9.900 0.628 0.077 -0.151
H -47.955 13.254 18.093 -0.446 0.170 0.141
H -43.156 30.711 11.296 0.459 0.251 0.368
C -50.436 23.551 22.705 2.018 -0.274 1.550
O -43.569 21.134 4.458 0.422 0.896 0.059
H -39.027 21.054 4.289 0.186 0.088 -0.079
C -43.874 27.917 13.125 0.501 -1.723 -0.477
C -38.585 22.223 18.762 0.266 0.469 -0.056
C -43.268 18.876 14.941 -0.783 0.027 -0.666
C -34.989 9.534 4.227 2.414 -2.638 -0.736
H -52.006 24.368 20.335 0.592 0.021 -0.459
C -36.297 11.821 18.443 0.269 0.182 -0.042
H -35.986 12.468 19.263 0.039 -0.175 0.150
H -53.023 16.659 13.228 0.627 0.667 -0.118
C -36.854 9.681 2.573 -0.753 1.756 1.722
H -34.402 22.329 15.540 -0.030 -0.353 -0.643
H -48.313 13.562 22.039 0.108 0.200 0.247
C -35.961 11.012 7.224 -0.109 0.368 -0.657
H -44.894 27.827 12.751 -0.131 -0.106 -0.086
H -36.152 22.664 15.469 -0.084 -0.320 0.647
H -44.046 19.147 14.227 0.020 0.115 -0.266
C -37.101 22.075 19.102 0.583 2.838 -0.471
H -47.662 13.451 8.871 -0.184 -0.026 0.624
C -53.923 17.136 13.616 0.845 0.063 -0.062
H -43.995 28.482 14.050 0.624 -0.205 0.221
H -34.550 13.488 4.003 -0.230 0.279 0.538
H -34.770 10.562 15.663 -0.347 0.554 -0.699
H -46.288 12.788 9.907 -0.388 0.571 0.387
H -42.944 28.787 9.917 0.069 0.014 -0.185
H -51.180 21.413 13.640 -0.286 -0.271 0.917
C -48.189 10.305 6.937 0.884 -0.314 -0.525
H -43.697 18.084 6.564 0.199 0.076 0.156
H -50.242 17.992 13.768 0.070 0.009 0.075
H -40.902 29.178 10.663 0.240 0.105 -0.645
H -51.010 11.011 21.578 -0.034 0.830 0.716
O -45.976 10.185 10.677 1.417 -0.093 0.604
C -50.346 12.174 19.926 -1.651 -2.507 2.974
H -42.912 19.835 15.316 0.156 -0.327 0.455
H -39.232 26.592 13.546 -0.031 -0.008 -0.018
C -53.968 18.708 13.376 0.870 -1.999 -2.677
H -34.427 9.333 3.315 0.307 0.115 -0.376
C -39.623 27.532 13.155 0.689 1.066 0.530
H -32.132 8.928 17.572 -0.035 -1.013 -0.519
O -48.736 10.472 19.616 0.636 -1.366 -1.540
C -36.877 11.593 6.094 1.515 0.324 -0.883
H -32.978 22.777 17.737 0.233 0.582 -0.476
H -40.234 18.253 14.317 0.775 -0.246 0.778
H -45.225 10.737 10.445 0.692 0.437 0.419
O -41.815 14.977 13.005 -1.196 0.684 1.180
C -41.094 21.487 4.524 0.676 -0.710 1.766
C -50.943 22.781 21.430 0.713 0.844 1.864
H -48.742 10.595 11.312 0.114 -0.090 -0.001
H -56.046 19.291 13.840 0.145 -0.351 -0.478
H -50.847 13.239 21.757 -0.121 -0.410 0.034
C -47.030 12.601 9.130 0.891 -0.869 -0.865
C -47.874 12.675 20.197 -0.661 -1.864 1.912
C -52.185 23.679 21.160 0.012 0.535 -2.420
H -46.673 12.206 18.427 0.292 -0.141 0.379
C -50.610 18.183 12.760 -0.018 0.338 0.262
H -51.130 17.274 12.460 0.171 0.209 -0.442
C -46.876 12.045 21.174 1.567 0.626 -0.079
H -40.233 22.186 2.570 0.272 -0.467 0.465
H -52.311 21.529 22.487 -0.204 -0.033 -0.105
```
Forces are in eV/Å.

Its frontier orbital gap is 7.58 eV. The LUMO energy comes out at -0.02 eV. Its strongest force on any atom is 6.44 eV/A. The energy above the lowest of the compared OMol25 structures with the same formula, charge and spin is 8.6585 eV. As for the SMILES: CC1(C)CCCC(C)(C)N1O.CC1(C)CCCC(C)(C)N1O.CC1(C)CCCC(C)(C)N1O.CC1(C)CCCC(C)(C)N1O.CC1(C)CCCC(C)(C)N1O.CC1(C)CCCC(C)(C)N1O.CC1(C)CCCC(C)(C)N1O.CC1(C)CCCC(C)(C)N1O.CC1(C)CCCC(C)(C)N1O.C[C@H]1COC(=O)O1. The net charge is 0.